Molecular formula: C11H15N
Method: DFT, the ωB97M-V functional and the def2-TZVPD basis

Structure (XYZ):
```
27
Properties=species:S:1:pos:R:3
C -1.4425 0.6373 -2.3890
C -2.5306 -0.4915 -2.7516
H -0.4895 0.3226 -2.8551
H -1.8986 1.4983 -2.7053
H -1.3690 0.5589 -1.3257
H -2.1421 -1.4700 -2.8428
H -3.0536 -0.3004 -3.6395
H -3.0776 -0.7021 -1.8315
C 0.5355 -3.0339 1.2562
C -0.5344 -0.9903 2.1136
C 0.2648 -1.5574 1.2458
C -0.1109 0.8237 0.8515
C 0.7695 -0.3102 0.4792
C 0.0987 2.0048 0.2020
C 1.7536 -0.1749 -0.4826
C 1.2803 2.2274 -0.4016
C 2.0808 1.2080 -0.7353
N -0.9111 0.4251 1.8872
H -0.8405 -1.4608 3.1265
H -1.6269 0.6258 2.3602
H 0.1850 -3.5425 2.0746
H 1.6825 -3.1949 1.1561
H -0.6811 2.7393 0.1931
H 2.4299 -0.8448 -0.8026
H 1.4150 2.9160 -1.2325
H 2.6733 1.4256 -1.6598
H 0.1818 -3.6049 0.4443
```

## Properties
- LUMO (eV) = 0.89
- calculated total energy (eV) = -13136.6284
- energy above the lowest of the compared OMol25 structures with the same formula, charge and spin (kJ/mol) = 401.7
- structure (SMILES) = Cc1c[nH]c2ccccc12.CC
- net charge = 0
- HOMO level (eV) = -7.953



Molecular formula: C11H15N
Method: DFT, the ωB97M-V functional and the def2-TZVPD basis

Structure (XYZ):
```
27
Properties=species:S:1:pos:R:3
C 1.1167 -3.4406 0.7350
C 1.8291 -2.0513 0.7359
H 1.8780 -4.2175 0.6643
H 0.7082 -3.6050 1.7318
H 0.4104 -3.5146 -0.0904
H 1.8057 -1.6437 -0.2704
H 2.8574 -2.2266 1.0547
H 1.3143 -1.3591 1.3951
C 0.1463 2.3488 -2.6876
C -0.9018 0.1257 0.1390
C -0.5652 1.4130 -0.3212
C -0.2560 1.2750 -1.7204
C -0.3168 -0.0442 -2.0236
C -1.3645 0.9900 2.2956
C -1.2169 -0.1099 1.4830
C -1.1193 2.2896 1.8393
C -0.7697 2.5105 0.5113
N -0.8102 -0.7392 -0.9122
H -1.4535 0.7984 3.3549
H -1.3455 -1.1312 1.8331
H -1.3382 3.1780 2.4200
H -0.5601 3.5271 0.1994
H -0.7098 -1.7223 -0.7189
H -0.1485 -0.6764 -2.8886
H -0.5954 2.4510 -3.4682
H 1.1636 2.2375 -3.0683
H 0.2416 3.3370 -2.2225
```

## Properties
- LUMO (eV) = 0.94
- calculated total energy (eV) = -13140.2378
- energy above the lowest of the compared OMol25 structures with the same formula, charge and spin (kJ/mol) = 53.4
- structure (SMILES) = Cc1c[nH]c2ccccc12.CC
- net charge = 0
- HOMO level (eV) = -7.921



Molecular formula: C11H15N
Method: DFT, the ωB97M-V functional and the def2-TZVPD basis

Structure (XYZ):
```
27
Properties=species:S:1:pos:R:3
C -1.3515 -0.1569 2.7741
C -0.7836 -1.3191 0.5213
C -1.5004 -1.2474 1.7618
C -1.2167 -2.5269 -0.1507
C -2.2636 -2.3897 1.8400
C 0.2207 -0.5587 -0.1185
C 0.5178 -0.9258 -1.4220
C 0.1606 -2.1272 -2.0392
C -0.6950 -2.9648 -1.3776
N -2.0159 -3.1774 0.7476
H 0.7408 0.2914 0.3052
H 1.1062 -0.1986 -1.9690
H 0.6358 -2.3228 -2.9926
H -1.3919 -0.6241 3.7597
H -2.1840 0.5491 2.7387
H -3.0773 -2.4995 2.5376
H -2.5768 -3.9996 0.6498
H -0.9761 -3.9220 -1.7877
H -0.4036 0.3483 2.6552
C 1.5465 3.2466 -1.0975
C 2.7036 4.2015 -0.9793
H 0.6672 3.6402 -0.5726
H 1.2417 3.1437 -2.1473
H 1.7622 2.2300 -0.7521
H 2.7521 4.8023 -1.8835
H 3.6497 3.6378 -0.8772
H 2.7316 4.8692 -0.1243
```

## Properties
- LUMO (eV) = 0.95
- calculated total energy (eV) = -13140.0415
- energy above the lowest of the compared OMol25 structures with the same formula, charge and spin (kJ/mol) = 72.3
- structure (SMILES) = Cc1c[nH]c2ccccc12.CC
- net charge = 0
- HOMO level (eV) = -7.739



Molecular formula: C11H15N
Method: DFT, the ωB97M-V functional and the def2-TZVPD basis

Structure (XYZ):
```
27
Properties=species:S:1:pos:R:3
C -0.0871 2.7398 -2.4092
C 1.0255 2.1354 -3.2680
H -1.0829 2.3221 -2.4165
H 0.1775 2.7311 -1.3542
H -0.2402 3.7877 -2.6717
H 1.6314 2.8238 -3.8396
H 0.5853 1.4865 -4.0425
H 1.5943 1.4302 -2.6674
C 1.0778 1.3904 0.7645
C -0.8758 -1.5838 1.8967
C -0.1415 -0.8692 0.8571
C 0.1958 0.3951 1.4626
C -0.5170 0.5483 2.6168
C -0.7270 -3.6122 0.7545
C -0.9684 -2.9584 2.0029
C -0.2314 -2.9614 -0.3441
C 0.1848 -1.6307 -0.2521
N -1.1228 -0.6732 2.9011
H -1.1296 -4.6210 0.7730
H -1.2125 -3.4261 2.9420
H -0.3361 -3.5587 -1.2400
H 0.8040 -1.2750 -1.0719
H -2.0209 -0.7346 3.3571
H -0.7051 1.3478 3.3108
H 0.8947 2.4010 1.1056
H 1.1542 1.2787 -0.3088
H 2.0727 1.0865 1.1413
```

## Properties
- LUMO (eV) = 0.96
- calculated total energy (eV) = -13139.3250
- energy above the lowest of the compared OMol25 structures with the same formula, charge and spin (kJ/mol) = 141.5
- structure (SMILES) = Cc1c[nH]c2ccccc12.CC
- net charge = 0
- HOMO level (eV) = -7.692



Molecular formula: C11H15N
Method: DFT, the ωB97M-V functional and the def2-TZVPD basis

Structure (XYZ):
```
27
Properties=species:S:1:pos:R:3
C 1.9839 -2.2686 -4.2147
C 2.9237 -1.0664 -3.9361
H 2.5367 -3.0294 -4.7550
H 1.7194 -2.7965 -3.2902
H 1.0803 -1.9135 -4.6246
H 2.7134 -0.4857 -4.8389
H 4.0002 -1.2080 -3.9260
H 2.5973 -0.5048 -3.0666
C 0.3012 0.0427 3.7851
C -0.8240 0.3442 1.4170
C 0.2034 0.6011 2.4013
C -0.4205 0.9755 0.2240
C 1.1528 1.3263 1.7704
C -2.6756 -0.6203 0.2797
C -2.1456 -0.1550 -0.9237
C -1.9922 -0.3995 1.4713
C -0.9407 0.5301 -0.9932
N 0.7797 1.6082 0.4789
H -3.6980 -0.9592 0.2671
H -2.5701 -0.4754 -1.8611
H -2.3716 -0.8296 2.3817
H -0.5260 0.8455 -1.9410
H -0.1404 -0.9561 3.7919
H -0.0512 0.6817 4.5905
H 2.0445 1.7532 2.2045
H 1.2297 2.2257 -0.1720
H 1.3353 -0.1574 4.0282
```

## Properties
- LUMO (eV) = 0.82
- calculated total energy (eV) = -13139.9245
- energy above the lowest of the compared OMol25 structures with the same formula, charge and spin (kJ/mol) = 83.6
- structure (SMILES) = Cc1c[nH]c2ccccc12.CC
- net charge = 0
- HOMO level (eV) = -7.772



Molecular formula: C11H15N
Method: DFT, the ωB97M-V functional and the def2-TZVPD basis

Structure (XYZ):
```
27
Properties=species:S:1:pos:R:3
C -1.4687 1.6529 1.4148
C -0.6468 1.5059 2.7075
H -1.6526 0.6653 0.9938
H -2.4105 2.1704 1.5949
H -0.9491 2.2685 0.6840
H 0.4169 1.6076 2.4872
H -0.7083 0.4664 3.0520
H -0.9806 2.1028 3.5544
C -0.9935 -2.9709 -1.0946
C 0.7335 -2.0963 0.6017
C -0.0723 -1.9598 -0.4831
C 1.0319 0.0063 -0.0482
C 0.0900 -0.5810 -0.8884
C 1.5929 1.2496 -0.3482
C -0.2712 0.0820 -2.0899
C 1.3552 1.8107 -1.5867
C 0.4057 1.2077 -2.4650
N 1.4731 -0.9556 0.8412
H 0.8736 -3.0086 1.1589
H 1.8612 -0.7433 1.7439
H -1.1329 -2.7246 -2.1403
H -1.9155 -3.1429 -0.5487
H 2.4565 1.6706 0.1501
H -1.0340 -0.4318 -2.6673
H 2.1078 2.4214 -2.0738
H 0.3076 1.6614 -3.4418
H -0.4698 -3.9349 -1.1086
```

## Properties
- LUMO (eV) = 0.93
- calculated total energy (eV) = -13139.9588
- energy above the lowest of the compared OMol25 structures with the same formula, charge and spin (kJ/mol) = 80.3
- structure (SMILES) = Cc1c[nH]c2ccccc12.CC
- net charge = 0
- HOMO level (eV) = -7.885



Molecular formula: C11H15N
Method: DFT, the ωB97M-V functional and the def2-TZVPD basis

Structure (XYZ):
```
27
Properties=species:S:1:pos:R:3
C -0.3689 -2.7907 -0.7650
C -0.4345 -0.6247 0.7448
C 0.1563 -1.5353 -0.1619
C 0.5961 0.2804 1.1433
C 1.5405 -1.1718 -0.3059
C -2.0695 0.3755 2.2092
C -1.0508 1.2300 2.6360
C -1.7835 -0.6408 1.2802
C 0.2007 1.2825 1.9679
N 1.8021 -0.1431 0.5832
H -3.0344 0.2436 2.6753
H -1.4765 1.8248 3.4970
H -2.5069 -1.2895 0.9463
H 0.7540 2.1238 2.0811
H -1.3391 -3.0561 -0.3226
H 0.2731 -3.7082 -0.7008
H 2.3562 -1.5249 -0.8716
H 2.5154 0.5063 0.5492
H -0.7034 -2.8138 -1.8145
C 1.3056 1.6297 -3.5827
C -0.2436 1.7689 -3.3640
H 1.5009 0.6906 -3.0608
H 1.7727 1.5730 -4.5744
H 2.0790 2.3264 -3.2980
H -0.7043 0.9538 -3.9029
H -0.4509 2.7698 -3.7078
H -0.7408 1.5599 -2.3899
```

## Properties
- LUMO (eV) = 0.85
- calculated total energy (eV) = -13138.2907
- energy above the lowest of the compared OMol25 structures with the same formula, charge and spin (kJ/mol) = 241.3
- structure (SMILES) = Cc1c[nH]c2ccccc12.CC
- net charge = 0
- HOMO level (eV) = -7.488



Molecular formula: C11H15N
Method: DFT, the ωB97M-V functional and the def2-TZVPD basis

Structure (XYZ):
```
27
Properties=species:S:1:pos:R:3
C 3.6225 1.0351 -1.9751
C 4.5089 2.0214 -1.1891
H 4.2073 0.5372 -2.7417
H 3.1576 0.2960 -1.3199
H 2.8181 1.5992 -2.4512
H 4.0288 2.6439 -0.4394
H 4.9428 2.6728 -1.9535
H 5.3747 1.5253 -0.7494
C -3.5658 -1.7563 -0.1600
C -0.1523 -0.5960 0.6998
C -1.4404 -0.2977 0.2094
C -2.2294 -1.4940 0.3278
C -1.3799 -2.4249 0.9457
C 0.5680 1.6698 0.3834
C 0.7909 0.3833 0.9026
C -0.6636 1.9587 -0.2126
C -1.6652 0.9957 -0.2211
N -0.1740 -1.9146 1.2143
H 1.3660 2.3908 0.2938
H 1.7358 0.1206 1.3642
H -0.7246 2.8768 -0.7788
H -2.6453 1.2272 -0.6301
H 0.6236 -2.4314 1.5447
H -1.6243 -3.4323 1.2499
H -3.6706 -2.7132 -0.6728
H -3.9792 -0.9579 -0.7710
H -4.2629 -1.8816 0.6830
```

## Properties
- LUMO (spin up / spin down) (eV) = -3.63 / -6.98
- calculated total energy (eV) = -13132.9640
- <S²> = 0.770
- energy above the lowest of the compared OMol25 structures with the same formula, charge and spin (kJ/mol) = 23.4
- net charge = +1
- spin multiplicity = 2
- HOMO level (spin up / spin down) (eV) = -13.020 / -13.479



Look up the net charge of the seventh one. 0